Below is C2H4N2S2 as an isolated structure, with properties calculated with ωB97M-V with the def2-TZVPD basis set.

Last column: natural (NBO) charge in e.
CARTESIAN COORDINATES (ANGSTROEM)
C -0.2019 -0.7455 -0.3889  -0.13
C -0.9569 0.3313 -0.2484  -0.28
H 3.0748 -0.5618 0.6377  0.34
H 1.9414 1.0071 0.8752  0.33
H -0.7496 -1.6181 -0.4807  0.20
H -3.2882 0.8673 -0.0923  0.16
N 2.0869 -0.0142 -0.0742  -0.51
N 1.0894 -0.8622 -0.1307  -0.13
S -2.5838 -0.3232 0.0512  0.05
S -0.4121 1.9191 -0.1489  -0.03

Force components x, y, z for each atom (eV/Å):
5.8572 -1.6551 0.5211
-2.6350 5.3716 1.0089
-3.7430 1.5001 -3.0653
-0.3916 -2.7924 -3.6578
-0.1937 -2.3029 -0.4025
0.6027 -0.9835 0.2346
2.6131 1.5917 6.5829
-0.3841 -1.4085 -0.8260
-1.0387 1.9506 -0.3021
-0.6870 -1.2715 -0.0938

- ΔE to the lowest compared entry with this formula, charge and spin: 562.6 kJ/mol
- E: -26784.184 eV
- HOMO: -8.665 eV
- Frontier orbital gap: 0.270 Eh
- E_LUMO: -1.31 eV

***

Below is C10H29ClN7O6RuS2 as an isolated structure, with properties calculated with ωB97M-V with the def2-TZVPD basis set.

Last column: natural (NBO) charge in e.
CARTESIAN COORDINATES (ANGSTROEM)
Ru -1.0983 0.1357 0.7072  1.48
N -1.7348 -0.4722 2.6694  -0.76
C -1.5570 -1.8885 3.0742  -0.24
C -2.2071 -2.8499 2.0894  -0.44
C -1.3839 -3.0160 0.8185  -0.23
N -1.5205 -1.8354 -0.0676  -0.78
H -1.1660 0.1167 3.2796  0.45
H -2.7137 -0.2210 2.8060  0.42
H -2.0079 -2.0277 4.0586  0.25
H -0.4904 -2.0902 3.1604  0.23
H -3.2208 -2.5126 1.8443  0.22
H -2.3046 -3.8224 2.5702  0.28
H -1.7237 -3.9091 0.2906  0.24
H -0.3314 -3.1383 1.0716  0.22
H -2.4686 -1.8177 -0.4407  0.42
H -0.8680 -1.9037 -0.8475  0.42
O 2.9445 0.2519 1.8910  -0.73
Cl 1.5525 0.3206 1.7479  2.54
O 0.8377 0.7202 2.8975  -0.78
O 1.0452 -1.0233 1.3612  -0.89
O 1.2040 1.1835 0.6257  -0.84
C 3.2600 1.4652 -1.9353  -0.63
C 3.5964 -0.0070 -1.8779  -0.54
S 2.3953 -0.9146 -0.8127  1.52
O 1.0580 -0.7437 -1.4063  -0.78
C 2.7713 -2.7064 -1.0113  -0.54
C 4.0626 -3.1332 -0.3494  -0.65
H 3.9557 1.9557 -2.6167  0.28
H 3.3746 1.9406 -0.9627  0.25
H 2.2449 1.6253 -2.2964  0.21
H 4.5723 -0.1853 -1.4238  0.28
H 3.5217 -0.4931 -2.8535  0.27
H 2.7788 -2.8610 -2.0925  0.27
H 1.9058 -3.2020 -0.5710  0.25
H 4.9442 -2.6882 -0.8075  0.24
H 4.1544 -4.2149 -0.4620  0.28
H 4.0649 -2.9251 0.7203  0.24
C -0.9707 2.5081 -3.1726  -0.80
S -1.0188 0.7609 -2.7520  1.27
C -2.4958 0.2994 -3.6785  -0.80
O -1.4947 0.7596 -1.2860  -1.01
H -1.9521 2.9593 -3.0392  0.26
H -0.6587 2.5903 -4.2145  0.28
H -0.2394 2.9919 -2.5277  0.26
H -2.1915 0.1490 -4.7147  0.28
H -3.2548 1.0770 -3.6214  0.26
H -2.8827 -0.6353 -3.2781  0.25
N -1.2451 4.9288 2.9564  -0.57
N -1.5802 3.9008 2.1948  0.24
N -2.6227 3.9656 1.3843  -0.22
C -2.6328 2.7760 0.8313  0.17
N -1.6172 2.0301 1.3089  -0.39
N -0.9523 2.7689 2.1889  -0.04
H -1.8372 5.7416 2.9084  0.45
H -0.4303 4.8669 3.5425  0.44
H -3.3713 2.4478 0.1202  0.25

Force components x, y, z for each atom (eV/Å):
-0.3867 -0.6683 -0.4860
0.3061 0.1341 -0.6238
-0.1702 -0.4750 0.0796
0.3046 0.2402 -0.0716
-0.2760 -0.3325 0.3105
0.3271 0.4384 0.3143
-0.1582 0.1218 0.0857
0.0352 0.1772 0.0392
0.0481 0.1609 0.0162
-0.0041 0.0818 0.0266
-0.0521 -0.1276 0.0374
-0.0221 -0.0035 -0.0043
0.0837 0.0888 -0.1379
-0.0018 0.0053 -0.0753
0.0550 0.0132 -0.1881
-0.1536 -0.0521 -0.1580
0.4571 0.1127 0.1830
0.7428 -0.2819 0.6509
0.0492 0.2197 0.6284
-0.7624 -0.1737 0.0032
-0.7809 0.3084 -0.3783
-0.0749 0.1862 0.1824
0.0541 0.2077 0.3571
0.6934 -1.0369 -2.1024
-0.0573 0.1287 0.1395
0.2805 0.0517 0.4516
0.1902 -0.0294 0.1999
-0.0217 -0.0889 -0.0703
-0.0211 -0.0120 0.0115
0.0315 0.0277 -0.0551
-0.0113 -0.1386 0.0124
-0.0513 -0.2081 0.0912
-0.1119 0.1730 -0.0379
-0.0790 0.1148 -0.0133
-0.0233 0.0342 -0.0191
-0.0181 0.0281 -0.0636
-0.0008 0.0433 -0.0117
0.0314 -0.1388 0.0374
-0.4203 0.3495 -0.6414
0.1626 0.0671 0.0238
-0.1949 -0.0399 1.2578
-0.0385 -0.0819 0.0416
0.0242 -0.0337 -0.0167
0.0685 -0.0658 -0.0182
0.0282 0.0022 -0.0140
0.0455 0.0423 0.1000
0.1196 -0.0536 0.0038
0.1571 0.3218 0.2158
-0.2291 -0.6061 -0.3507
-0.2088 0.4058 0.0834
0.2844 -0.1877 0.0854
-0.4843 0.3907 -0.4686
0.2209 0.3387 0.5200
-0.0649 -0.0336 -0.0781
0.0345 -0.1723 -0.0457
0.0440 0.0258 -0.0595

- ΔE to the lowest compared entry with this formula, charge and spin: 127.4 kJ/mol
- Total charge: +3
- E: -70292.114 eV
- HOMO (spin up / spin down): -18.062 / -18.009 eV
- Frontier orbital gap (spin up / spin down): 0.295 / 0.206 Eh
- E_LUMO (spin up / spin down): -10.05 / -12.39 eV
- Spin multiplicity: 5

***

Below is H12O14S2Zn as an isolated structure, with properties calculated with ωB97M-V with the def2-TZVPD basis set.

Last column: natural (NBO) charge in e.
CARTESIAN COORDINATES (ANGSTROEM)
Zn -0.2385 0.5176 -0.4728  1.76
S -0.8628 -1.9800 1.6858  2.61
O -1.0401 -1.2529 2.9686  -1.12
O -0.6097 -1.0797 0.5733  -1.22
O 0.2234 -2.9084 1.9637  -1.06
O -2.1255 -2.6724 1.4409  -1.09
S 2.9385 0.9427 0.2012  2.59
O 1.5228 0.5974 0.1053  -1.15
O 3.4439 0.4300 1.4157  -0.89
O 3.6403 0.4750 -0.9973  -0.71
O 3.1336 2.3623 0.0609  -0.77
O -0.2110 2.2516 -1.5300  -0.96
H -0.7605 3.0102 -1.3328  0.49
H 0.2155 2.4728 -2.3579  0.50
O -0.0652 -2.9598 -1.3424  -1.01
H -0.1757 -3.8534 -1.0177  0.49
H -0.3592 -2.4041 -0.6206  0.50
O -1.2378 1.6293 0.9612  -0.97
H -1.6355 2.4554 0.6861  0.46
H -1.5966 1.4692 1.8341  0.54
O 0.8819 0.9225 2.8432  -1.01
H 1.3369 0.6833 2.0357  0.47
H 0.3674 0.1472 3.0675  0.51
O 0.2498 -0.3109 -2.3001  -0.98
H -0.1566 -1.1207 -2.6089  0.52
H 0.6411 0.0752 -3.0837  0.49
O -2.1596 0.1261 -1.2399  -0.96
H -3.0239 0.4215 -0.9533  0.50
H -2.3370 -0.4470 -1.9858  0.49

Force components x, y, z for each atom (eV/Å):
-0.5404 -1.4639 1.2495
-1.6806 -3.0700 6.4230
0.0432 2.1160 -0.4210
1.0191 1.7719 -2.8105
0.9532 -0.3825 -1.7620
-0.5829 -0.3918 -1.4528
-0.9495 -1.4761 0.6774
0.5538 0.2225 -0.1546
1.1519 -0.5421 1.0802
0.8428 -0.3399 -1.2991
0.4166 2.6369 -0.5859
-0.2175 1.1683 -0.5346
-0.0917 0.2073 0.1537
0.3457 -0.1172 -0.1436
0.1004 -0.2845 -1.4821
-0.0374 -0.1122 0.1984
-0.0754 0.5020 0.8834
-0.6211 1.0405 -0.4935
-0.0677 0.2930 0.1071
0.4035 -0.8595 0.6925
0.1471 1.0743 0.3696
0.0130 -0.2366 0.1255
-0.6778 -0.9603 0.1656
0.0782 0.0494 -1.0019
0.0621 -1.0242 0.3690
0.3512 0.1561 -0.0070
-0.9183 0.4324 -0.7794
-0.1371 -0.0567 0.5253
0.1154 -0.3531 -0.0924

- Total charge: -1
- E: -98948.858 eV
- HOMO (spin up / spin down): -3.639 / -3.639 eV
- Frontier orbital gap (spin up / spin down): 0.165 / 0.131 Eh
- E_LUMO (spin up / spin down): 0.86 / -0.06 eV
- Spin multiplicity: 2

***

Below is C49H44BrFeO3P2S4 as an isolated structure, with properties calculated with ωB97M-V with the def2-TZVPD basis set.

Last column: Löwdin charge in e.
CARTESIAN COORDINATES (ANGSTROEM)
Fe 0.0960 0.6703 -0.3814  -0.06
O -2.3271 2.5915 -1.2367  -0.35
S -1.9633 1.1767 -1.1195  0.92
C -3.2088 0.3781 -0.1420  -0.34
C -4.5418 0.4061 -0.5392  -0.04
C -5.5143 0.0159 0.3611  -0.04
C -5.1563 -0.3355 1.6604  -0.04
C -3.8266 -0.3473 2.0435  -0.07
C -2.8250 -0.0337 1.1222  -0.32
P -1.0429 -0.1196 1.5173  1.09
C -0.9731 0.8327 3.0588  -0.35
C -1.4430 2.1462 3.0064  -0.10
C -1.3596 2.9600 4.1227  -0.07
C -0.7929 2.4732 5.2949  -0.07
C -0.3214 1.1703 5.3490  -0.07
C -0.4149 0.3445 4.2339  -0.09
C -0.7125 -1.8247 2.0615  -0.35
C -1.6354 -2.7136 2.6086  -0.07
C -1.2080 -3.9084 3.1675  -0.07
C 0.1447 -4.2255 3.2031  -0.07
C 1.0673 -3.3589 2.6387  -0.07
C 0.6340 -2.1729 2.0627  -0.13
C -2.1545 0.4264 -2.7062  -0.35
C -2.9768 1.0233 -3.6494  -0.04
C -3.0915 0.4254 -4.8933  -0.04
C -2.3802 -0.7362 -5.1745  -0.04
C -1.5423 -1.2978 -4.2233  -0.04
C -1.4172 -0.7101 -2.9670  -0.33
P -0.2966 -1.3379 -1.6725  1.11
C 1.0864 -2.0066 -2.6514  -0.34
C 1.1033 -3.3279 -3.1094  -0.09
C 2.1404 -3.7788 -3.9122  -0.06
C 3.1632 -2.9130 -4.2778  -0.07
C 3.1367 -1.5943 -3.8521  -0.06
C 2.1016 -1.1380 -3.0474  -0.10
C -1.2021 -2.7842 -1.0399  -0.34
C -0.5346 -3.8215 -0.3874  -0.11
C -1.2432 -4.8819 0.1510  -0.08
C -2.6291 -4.9165 0.0595  -0.07
C -3.3020 -3.8878 -0.5788  -0.06
C -2.5910 -2.8300 -1.1323  -0.08
H -4.8120 0.7483 -1.5303  0.12
H -6.5560 0.0254 0.0690  0.12
H -5.9248 -0.5841 2.3808  0.12
H -3.5629 -0.5681 3.0693  0.12
H -1.8560 2.5430 2.0840  0.11
H -1.7195 3.9794 4.0735  0.11
H -0.7229 3.1112 6.1666  0.11
H 0.1136 0.7876 6.2638  0.11
H -0.0473 -0.6724 4.2903  0.10
H -2.6934 -2.5000 2.5877  0.10
H -1.9369 -4.5932 3.5819  0.12
H 0.4736 -5.1498 3.6604  0.11
H 2.1210 -3.6119 2.6401  0.11
H 1.3367 -1.4912 1.5959  0.06
H -3.4810 1.9518 -3.4114  0.12
H -3.7223 0.8715 -5.6506  0.12
H -2.4616 -1.1959 -6.1506  0.12
H -0.9659 -2.1809 -4.4674  0.11
H 0.3073 -4.0083 -2.8392  0.10
H 2.1465 -4.8049 -4.2565  0.11
H 3.9722 -3.2642 -4.9054  0.11
H 3.9214 -0.9107 -4.1500  0.11
H 2.0760 -0.1012 -2.7424  0.07
H 0.5449 -3.8077 -0.3052  0.11
H -0.7094 -5.6839 0.6440  0.11
H -3.1784 -5.7477 0.4825  0.11
H -4.3808 -3.9099 -0.6633  0.11
H -3.1344 -2.0492 -1.6499  0.10
C 3.5915 0.4510 3.7321  -0.51
C 3.4519 1.9769 3.7581  -0.52
S 2.1441 2.6517 2.7068  0.90
C 3.0097 3.1033 1.2020  -0.52
C 3.5232 1.9886 0.2949  -0.43
S 2.4451 0.5557 -0.0651  0.93
C 3.5770 -0.8445 0.1872  -0.47
C 3.9926 -1.3283 1.5749  -0.52
S 4.8977 -0.1636 2.6228  0.90
H 2.6477 0.0013 3.4236  0.05
H 3.8161 0.0857 4.7344  0.07
H 4.3967 2.4719 3.5255  0.07
H 3.1891 2.2850 4.7713  0.07
H 3.8712 3.7251 1.4568  0.09
H 2.3117 3.7410 0.6648  0.05
H 4.4092 1.5487 0.7408  0.03
H 3.7999 2.4168 -0.6701  0.09
H 4.4797 -0.5608 -0.3582  0.09
H 3.1268 -1.6582 -0.3882  0.07
H 4.6679 -2.1707 1.4089  0.08
H 3.1646 -1.7164 2.1645  0.03
Br 1.1196 8.2279 -3.9758  0.77
C 0.9269 6.5332 -3.1703  -0.68
C 0.5917 6.4542 -1.8265  -0.10
C 0.4511 5.2078 -1.2402  0.00
C 0.6455 4.0583 -1.9977  -0.13
C 0.9777 4.1512 -3.3449  0.00
C 1.1208 5.3932 -3.9379  -0.11
C 0.4922 2.7357 -1.3719  -0.57
O 0.5503 1.6423 -2.0516  -0.12
O 0.3000 2.6089 -0.1133  -0.11
H 0.4404 7.3568 -1.2516  0.11
H 0.1765 5.1198 -0.1972  0.13
H 1.1211 3.2470 -3.9221  0.12
H 1.3795 5.4824 -4.9837  0.11

Force components x, y, z for each atom (eV/Å):
-1.4759 -1.2717 -0.3989
-0.1518 0.0333 -0.0377
0.2526 0.0235 0.1131
-0.1560 0.1092 -0.0467
0.0418 0.0285 -0.0290
-0.0112 0.0018 -0.0073
0.0150 0.0083 0.0209
-0.0095 -0.0141 -0.0121
0.0159 -0.1300 0.1949
0.4594 0.1624 -0.1227
-0.0189 0.1064 0.0132
0.0660 0.0188 -0.0110
0.0373 -0.0108 -0.0105
-0.0112 0.0000 -0.0017
-0.0074 -0.0165 -0.0172
0.0196 0.0560 0.0259
-0.0690 0.0169 0.2089
0.0084 0.0761 -0.0226
0.0951 0.0205 0.0495
-0.1112 0.0057 0.0337
0.0327 0.0277 -0.0598
0.0543 0.0288 -0.0451
-0.1658 0.1682 -0.0579
-0.0133 0.0254 0.0155
-0.0015 -0.0085 -0.0262
0.0114 -0.0101 0.0169
0.0187 -0.0036 0.0010
0.0817 -0.2542 -0.2225
0.4088 0.3054 0.2730
-0.0924 -0.2300 -0.1061
0.0440 0.0624 0.0915
0.0152 0.0372 0.0005
-0.0233 -0.0648 -0.0151
-0.0237 0.0694 0.0183
0.0292 0.0481 -0.0236
-0.0741 -0.0235 -0.0075
0.0271 -0.0234 -0.0520
0.0616 -0.0486 -0.1155
0.0107 -0.0031 -0.0069
0.0193 0.0052 0.0101
-0.0587 -0.0111 0.0098
0.0089 0.0070 0.0106
0.0113 -0.0042 0.0019
0.0122 -0.0002 -0.0057
0.0116 -0.0393 0.0173
-0.0032 -0.0112 0.0021
-0.0062 -0.0170 0.0099
0.0083 -0.0086 -0.0135
-0.0080 0.0046 -0.0097
-0.0105 -0.0110 -0.0088
-0.0261 0.0367 0.0031
0.0107 0.0032 0.0026
0.0007 0.0006 -0.0112
-0.0165 -0.0003 0.0110
-0.0445 -0.0101 0.0672
0.0060 -0.0171 -0.0017
0.0045 0.0008 0.0077
-0.0091 0.0071 0.0045
0.0042 -0.0038 0.0036
-0.0127 -0.0229 0.0105
-0.0033 0.0136 0.0070
-0.0082 -0.0033 0.0159
-0.0083 -0.0044 -0.0073
-0.0146 0.0308 0.0533
0.0085 0.0045 -0.0092
-0.0166 0.0059 -0.0160
-0.0058 0.0048 -0.0100
0.0025 0.0027 -0.0018
0.0220 -0.0088 0.0091
-0.0502 0.0623 -0.0032
0.0564 -0.0410 0.0740
-0.1046 -0.0659 0.0176
0.0191 -0.0154 -0.1359
-0.0866 0.0742 -0.0818
0.4051 -0.1517 0.5512
0.1239 0.0869 -0.1862
-0.1393 -0.0635 -0.0100
-0.0065 0.0005 0.0210
-0.0266 0.0025 0.0144
0.0740 0.0069 -0.0076
-0.0001 -0.0204 -0.0127
-0.0588 0.0073 -0.0150
0.0037 0.0042 0.0116
-0.0668 -0.0232 0.0278
0.0432 -0.0797 -0.0169
-0.0091 0.0289 0.0068
-0.0240 -0.0305 -0.0471
-0.0302 -0.0550 0.0943
0.0295 0.0072 0.0067
0.0591 0.0717 -0.0739
0.0012 0.0109 -0.0002
-0.0015 -0.0199 -0.0091
-0.0047 -0.0129 0.0253
0.0013 0.0449 0.0228
0.0344 -0.0957 -0.0227
0.0079 0.0013 -0.0395
0.0070 0.0042 -0.0142
0.1251 -0.3860 0.2739
0.1229 1.0795 0.3183
0.2440 0.2980 -0.5915
-0.0031 -0.0053 -0.0025
0.0002 -0.0122 -0.0068
-0.0127 0.0090 0.0159
-0.0022 -0.0033 0.0115

- ΔE to the lowest compared entry with this formula, charge and spin: 0.0 kJ/mol
- Total charge: +1
- E: -224014.925 eV
- HOMO: -10.496 eV
- Frontier orbital gap: 0.300 Eh
- E_LUMO: -2.32 eV